Entry 1:
A molecular structure, C5H9CdO3 at a distorted geometry. Source: the OMol25 dataset; level of theory: ωB97M-V/def2-TZVPD.

XYZ file:
```
18
Properties=species:S:1:pos:R:3:forces:R:3
H -3.5734 -1.7971 1.1382 2.4 1.0 -2.8
O -1.2004 0.3699 -0.4109 -1.0 -0.3 -0.3
O 0.8759 0.7741 -0.0171 -0.7 0.1 -0.3
O 0.3027 -1.2873 -0.6529 3.3 1.9 0.7
C -2.2953 -0.5131 -0.7812 1.3 -1.5 -1.1
C 2.2638 0.3727 0.0917 0.6 -0.4 -0.1
C -3.1887 -0.7951 0.3293 -2.6 -2.4 3.6
C 3.0601 1.5806 0.5104 0.1 0.2 0.0
C 0.0100 -0.1066 -0.4034 0.9 0.2 0.8
H -2.7505 -0.1293 -1.7013 0.2 -0.1 0.6
H 2.3273 -0.4371 0.8280 -0.1 0.2 -0.2
H 2.5771 -0.0112 -0.8872 0.0 0.1 0.3
H -4.2059 -0.8517 -0.0821 -0.2 1.7 0.7
H -2.8245 -0.3190 1.2535 -1.2 1.4 -0.6
H 4.1102 1.2832 0.6261 -0.3 0.1 0.0
H 3.0047 2.3723 -0.2474 0.0 -0.2 0.2
H 2.7014 1.9716 1.4709 0.1 -0.1 -0.3
Cd -1.1947 -2.4769 -1.0646 -2.9 -1.7 -1.2
```
Forces are in eV/Å.

Properties
E_HOMO (spin up / spin down): -12.4212 / -12.4206 eV
Charge: +1
Orbital gap (spin up / spin down): 0.23452 / 0.23451 hartree
Electronic energy: -16027.0607 eV

---

Entry 2:
A molecular structure, C5H9ClGaI2O2P at a distorted geometry. Source: the OMol25 dataset; level of theory: ωB97M-V/def2-TZVPD.

XYZ file:
```
21
Properties=species:S:1:pos:R:3:forces:R:3
I -2.2818 1.3722 2.8569 1.1 1.2 -0.3
I -1.4497 -1.0669 3.4658 -0.2 -0.3 -0.2
Ga -1.4708 -0.8842 -1.5310 -3.0 -0.6 0.9
P 0.6188 -0.0706 -1.0686 2.8 0.6 -1.1
C 1.6575 0.6093 0.2621 -0.9 0.0 1.3
C 1.5223 -1.5134 -1.7197 -0.1 -0.2 0.0
H -0.2853 1.0966 -2.9902 0.3 0.2 -0.1
H 1.4976 1.0197 -3.0669 -0.2 0.0 0.4
H 0.6764 2.1885 -1.9699 -0.1 -0.4 -0.1
C 0.6378 1.1717 -2.3936 -0.5 0.4 -0.4
H 0.8177 -2.2220 -2.1612 0.3 -0.2 -0.2
H 2.2411 -1.2009 -2.4966 -0.3 0.0 0.4
H 2.6654 0.8487 -0.1098 -0.3 -0.3 -0.7
H 1.7747 -0.1031 1.0851 -0.2 0.0 -0.1
H 2.0512 -2.0215 -0.9041 -0.1 0.1 -0.1
H 1.2355 1.5308 0.6778 -0.1 -0.2 -0.1
C 0.6757 1.0965 3.5817 0.3 1.2 4.1
O 0.5278 1.3340 4.7069 0.8 -0.7 -3.8
Cl -3.4860 -1.5783 -1.8621 2.3 0.7 0.2
O -5.2375 -1.1798 2.8087 0.9 0.9 0.0
C -4.3882 -0.4274 2.8288 -2.9 -2.2 0.0
```
Forces are in eV/Å.

Properties
E_HOMO: -14.5335 eV
Charge: +2
Orbital gap: 0.12661 hartree
Electronic energy: -99795.0455 eV

---

Entry 3:
2 unconnected molecules or ions with the total composition C5H9ClN2 at a distorted geometry. Source: the OMol25 dataset; level of theory: ωB97M-V/def2-TZVPD.

XYZ file:
```
17
Properties=species:S:1:pos:R:3:forces:R:3
C -0.6420 -0.9331 -1.3879 -1.1 -0.3 -0.8
C -1.3298 -0.6916 -0.0735 0.1 0.4 1.0
C 0.4646 0.0311 -1.4880 2.5 2.9 0.3
C -0.1897 0.0900 0.6953 -1.2 -2.5 -2.0
C -0.1528 0.1123 2.1565 -3.7 -2.3 0.4
N 0.7104 0.4473 -0.1152 0.3 0.4 1.4
N 2.7554 1.3965 -0.3270 0.4 -0.2 -0.1
Cl 2.5520 2.8625 0.3014 0.0 0.4 0.2
H -0.2514 -1.8867 -1.2926 0.9 -2.2 -0.7
H -1.3588 -0.8363 -2.1969 0.1 -0.4 -0.3
H -2.0814 0.0256 -0.4311 -0.7 -0.2 1.4
H -1.6973 -1.6615 0.4607 0.3 2.0 -1.0
H 1.5164 -0.2842 -1.7921 -1.7 -0.1 -0.3
H 0.2744 1.0348 -1.9923 -0.1 -1.4 -0.1
H 0.6096 0.7178 2.4094 2.6 2.0 1.5
H -0.0021 -0.9752 2.6067 -0.5 2.3 -1.0
H -1.1775 0.5508 2.4664 1.7 -0.8 0.1
```
Forces are in eV/Å.

Properties
E_HOMO (spin up / spin down): -8.3484 / -8.3285 eV
Charge: 0
Orbital gap (spin up / spin down): 0.30974 / 0.30907 hartree
Electronic energy: -20827.9773 eV

---

Entry 4:
2 unconnected molecules or ions with the total composition C5H9ClN2O at a distorted geometry. Source: the OMol25 dataset; level of theory: ωB97M-V/def2-TZVPD.

XYZ file:
```
18
Properties=species:S:1:pos:R:3:forces:R:3
C 0.0612 0.6295 1.2439 0.3 0.5 0.0
C 0.9734 -1.6052 -0.5252 -1.4 0.1 3.2
C -0.1375 2.6133 -0.0070 0.8 0.1 -0.4
C -1.1020 -0.9073 -1.6496 -0.1 -1.2 4.0
C -0.3847 -0.6297 1.7114 3.0 0.9 0.2
N 1.9040 -2.1684 -0.0100 -0.9 0.8 0.9
N -0.5559 1.2702 0.2814 -0.1 -0.4 1.9
O 0.2567 -1.4634 -1.5353 -0.1 0.8 -2.7
Cl 0.4808 -1.4900 2.9188 0.2 0.3 0.1
H 1.0157 0.9588 1.8004 -1.3 0.1 -0.9
H 0.9565 2.5646 -0.0822 0.1 0.5 -0.8
H -0.2541 3.3512 0.7899 -0.6 -0.2 0.2
H -0.6684 2.9849 -0.9164 0.8 -0.2 0.6
H -1.2314 -0.9501 -2.6457 -0.9 -0.6 -3.3
H -1.2702 0.1211 -1.3227 0.7 -0.4 0.5
H -1.7089 -1.6448 -1.0361 0.3 1.1 -1.1
H -1.1077 -1.2163 1.3319 -2.8 -1.3 -1.3
H 2.7726 -2.4183 -0.3474 2.1 -0.9 -1.1
```
Forces are in eV/Å.

Properties
E_HOMO (spin up / spin down): -7.5617 / -6.5723 eV
Charge: 0
Orbital gap (spin up / spin down): 0.29350 / 0.22233 hartree
Electronic energy: -22875.1526 eV